# 1
ORCA calculation (ωB97M-V with the def2-TZVPD basis set) on a 7-piece molecular cluster, C53H62BrCl2O4P2 overall in a non-equilibrium geometry.

Structure (XYZ):
```
124
Properties=species:S:1:pos:R:3
C -3.169 1.741 1.619
C -2.178 0.563 1.117
Cl -2.898 -1.128 1.138
C -0.839 0.807 0.695
Cl -0.092 2.495 0.721
P 0.306 -0.584 0.065
C 1.948 0.200 -0.452
O 2.719 -0.583 -1.375
C 3.171 -1.805 -0.783
C 2.365 -3.106 -1.148
C 2.744 -4.489 -0.528
C 1.860 -5.758 -0.929
C 3.947 -4.500 0.459
C 4.768 -3.212 0.789
C 4.392 -1.820 0.161
C 5.286 -0.574 0.594
C 5.430 0.584 -0.509
C 4.878 0.046 2.047
C 0.500 -1.805 1.515
C 1.376 -1.210 2.728
C 1.749 -2.486 3.673
Br 0.418 0.094 3.876
P -0.795 -1.481 -1.637
O 0.032 -1.303 -2.938
O -1.066 -3.151 -1.332
O -2.268 -0.642 -1.935
H -3.717 1.341 2.539
H -2.609 2.720 1.810
H -3.917 1.879 0.749
H 2.622 0.487 0.436
H 1.715 1.199 -0.988
H 1.485 -3.098 -1.873
H 1.387 -5.519 -1.957
H 2.426 -6.746 -0.938
H 0.968 -5.788 -0.195
H 4.210 -5.495 0.943
H 5.637 -3.333 1.530
H 6.354 -0.991 0.760
H 5.251 0.151 -1.548
H 6.474 1.032 -0.410
H 4.643 1.413 -0.332
H 4.882 -0.794 2.830
H 5.731 0.759 2.364
H 3.910 0.649 2.019
H -0.499 -2.149 1.951
H 1.042 -2.770 1.173
H 2.327 -0.761 2.289
H 0.733 -2.848 4.090
H 2.152 -3.320 3.007
H 2.481 -2.189 4.500
H -1.577 -3.530 -2.093
H -2.437 -0.615 -2.907
C -0.886 -5.154 1.772
C -2.143 -4.603 1.541
C -3.273 -5.413 1.563
C -3.148 -6.774 1.825
C -1.892 -7.325 2.060
C -0.760 -6.516 2.029
H -0.003 -4.523 1.752
H -2.242 -3.539 1.342
H -4.252 -4.985 1.376
H -4.030 -7.405 1.847
H -1.795 -8.385 2.267
H 0.219 -6.947 2.207
C -6.260 3.918 1.674
C -5.301 4.840 1.261
C -5.184 6.063 1.914
C -6.019 6.361 2.987
C -6.974 5.439 3.402
C -7.098 4.219 2.743
H -6.354 2.966 1.163
H -4.645 4.604 0.429
H -4.441 6.783 1.588
H -5.924 7.313 3.499
H -7.624 5.671 4.240
H -7.847 3.503 3.064
C -10.114 7.196 5.650
C -9.156 8.117 5.238
C -9.038 9.340 5.890
C -9.873 9.639 6.963
C -10.829 8.717 7.378
C -10.952 7.497 6.719
H -10.208 6.244 5.139
H -8.500 7.881 4.405
H -8.295 10.060 5.564
H -9.778 10.590 7.475
H -11.478 8.949 8.215
H -11.701 6.781 7.040
C 6.446 0.779 -6.852
C 7.545 0.039 -6.426
C 7.457 -0.741 -5.277
C 6.266 -0.789 -4.559
C 5.165 -0.053 -4.987
C 5.257 0.735 -6.131
H 6.516 1.389 -7.745
H 8.472 0.072 -6.989
H 8.317 -1.312 -4.942
H 6.196 -1.401 -3.665
H 4.236 -0.092 -4.428
H 4.400 1.313 -6.461
C 12.219 -2.709 -6.163
C 13.416 -2.075 -6.478
C 13.561 -0.709 -6.257
C 12.510 0.022 -5.711
C 11.313 -0.612 -5.392
C 11.166 -1.977 -5.622
H 12.105 -3.774 -6.339
H 14.238 -2.646 -6.898
H 14.492 -0.214 -6.509
H 12.624 1.087 -5.534
H 10.494 -0.042 -4.964
H 10.231 -2.471 -5.378
C -6.375 -0.440 -1.122
C -7.155 -0.847 -2.199
C -8.538 -0.705 -2.151
C -9.141 -0.146 -1.029
C -8.361 0.265 0.048
C -6.979 0.115 0.004
H -5.296 -0.554 -1.158
H -6.684 -1.277 -3.078
H -9.146 -1.029 -2.989
H -10.219 -0.031 -0.993
H -8.832 0.703 0.922
H -6.371 0.430 0.846
```

Calculated values
HOMO-LUMO gap   6.5 eV
Charge   +1



# 2
ORCA calculation (ωB97M-V with the def2-TZVPD basis set) on a 6-piece molecular cluster, C53H64BBr2ClFN2O24S3 overall in a non-equilibrium geometry.

Structure (XYZ):
```
151
Properties=species:S:1:pos:R:3
C -2.622 0.172 2.678
C -3.745 0.656 1.641
C -3.071 1.654 0.626
Br -3.232 3.467 1.492
N -3.654 1.760 -0.743
C -5.097 1.358 -0.881
C -6.114 2.260 -0.065
C -6.127 3.781 -0.461
F -6.797 4.517 0.537
C -5.646 1.358 -2.390
C -6.900 0.333 -2.407
O -4.700 0.782 -3.295
C -3.489 1.551 -3.278
Br -2.458 0.774 -4.813
C -3.668 3.088 -3.581
C -2.733 3.714 -4.712
C -2.948 5.306 -4.569
C -1.628 6.055 -4.166
S -2.106 7.847 -3.967
O -3.530 7.974 -3.539
O -1.945 8.585 -5.257
Cl -0.968 8.729 -2.449
C -2.773 1.222 -1.866
C -2.599 -0.326 -1.660
C -1.362 -0.826 -0.818
C -1.784 -2.072 0.085
S -0.552 -2.457 1.393
C 0.142 -4.131 1.108
S 0.659 -4.504 -0.432
N 0.197 -5.005 2.261
C 1.492 -4.819 2.959
C 1.350 -3.756 4.130
C -0.065 -6.422 1.910
C -1.068 -6.986 3.026
B -1.370 2.053 -1.999
C 0.021 1.498 -2.569
O -1.353 3.416 -1.553
H -1.621 0.033 2.203
H -2.565 0.925 3.502
H -2.942 -0.791 3.164
H -4.530 1.123 2.290
H -4.114 -0.296 1.166
H -1.981 1.458 0.699
H -3.678 2.780 -0.934
H -5.287 0.298 -0.560
H -5.951 2.238 1.048
H -7.171 1.899 -0.190
H -6.681 3.960 -1.418
H -5.120 4.253 -0.576
H -6.084 2.334 -2.709
H -7.286 0.099 -1.374
H -6.566 -0.626 -2.871
H -7.750 0.762 -3.005
H -3.577 3.783 -2.708
H -4.706 3.252 -3.993
H -3.071 3.474 -5.743
H -1.646 3.554 -4.522
H -3.249 5.709 -5.577
H -3.819 5.514 -3.896
H -0.926 6.042 -5.032
H -1.181 5.696 -3.207
H -3.497 -0.793 -1.153
H -2.550 -0.902 -2.627
H -0.820 -0.083 -0.191
H -0.604 -1.253 -1.535
H -1.860 -2.967 -0.598
H -2.802 -1.947 0.534
H 2.217 -4.386 2.218
H 1.949 -5.774 3.313
H 0.677 -4.173 4.923
H 0.885 -2.796 3.775
H 2.341 -3.490 4.577
H 0.858 -7.050 1.999
H -0.591 -6.563 0.938
H -1.717 -7.785 2.576
H -1.751 -6.139 3.317
H -0.534 -7.410 3.909
H -0.166 0.514 -3.083
H 0.689 1.254 -1.695
H 0.507 2.168 -3.322
H -0.419 3.647 -1.424
C 6.092 -1.738 2.069
C 6.630 -0.739 1.365
C 5.805 0.083 0.430
O 6.319 0.998 -0.181
C 4.387 -0.257 0.285
C 3.849 -1.258 0.985
C 4.671 -2.061 1.940
O 4.149 -2.952 2.577
O 2.532 -1.570 0.843
O 7.940 -0.434 1.474
H 6.676 -2.340 2.751
H 3.807 0.336 -0.408
H 2.363 -2.322 1.438
H 8.090 0.322 0.872
C 12.819 0.768 -1.931
C 11.535 1.120 -1.838
C 10.912 1.462 -0.527
O 9.741 1.797 -0.491
C 11.745 1.374 0.673
C 13.028 1.018 0.582
C 13.658 0.703 -0.733
O 14.835 0.401 -0.774
O 13.814 0.928 1.673
O 10.740 1.185 -2.928
H 13.282 0.520 -2.876
H 11.277 1.608 1.620
H 14.689 0.657 1.341
H 9.867 1.463 -2.595
C 3.708 -8.226 7.448
C 3.417 -8.187 6.146
C 2.242 -8.917 5.586
O 2.002 -8.838 4.395
C 1.424 -9.709 6.505
C 1.717 -9.752 7.807
C 2.875 -9.000 8.371
O 3.096 -9.051 9.565
O 0.979 -10.477 8.671
O 4.171 -7.483 5.275
H 4.555 -7.699 7.866
H 0.586 -10.248 6.084
H 1.393 -10.341 9.543
H 3.754 -7.615 4.405
C 4.148 8.091 -5.765
C 3.080 7.842 -5.004
C 2.431 6.498 -4.987
O 1.467 6.308 -4.262
C 2.981 5.457 -5.854
C 4.048 5.707 -6.618
C 4.715 7.042 -6.615
O 5.693 7.220 -7.312
O 4.570 4.765 -7.426
O 2.540 8.794 -4.215
H 4.629 9.059 -5.785
H 2.491 4.494 -5.846
H 5.329 5.192 -7.866
H 1.785 8.369 -3.770
C -8.708 0.278 2.247
C -9.777 0.059 3.018
C -10.433 -1.281 3.080
O -11.390 -1.443 3.807
C -9.886 -2.352 2.243
C -8.821 -2.130 1.471
C -8.150 -0.798 1.432
O -7.163 -0.642 0.723
O -8.301 -3.102 0.690
O -10.309 1.034 3.774
H -8.223 1.244 2.196
H -10.379 -3.313 2.282
H -7.543 -2.695 0.237
H -11.065 0.624 4.235
```

Calculated values
HOMO-LUMO gap   6.7 eV
Charge   +1



# 3
ORCA calculation (ωB97M-V with the def2-TZVPD basis set) on C53H71GeNO2PRu as an isolated structure in a non-equilibrium geometry.

Structure (XYZ):
```
130
Properties=species:S:1:pos:R:3
Ru 0.005 -0.004 -0.121
C 4.981 -0.943 5.792
C 3.475 -0.762 5.585
C 2.760 -1.917 6.302
C 3.074 0.575 6.228
C 3.071 -0.715 4.117
C 1.723 -0.602 3.804
C 1.289 -0.443 2.488
N 0.025 -0.304 2.027
C -1.227 -0.201 2.533
C -1.615 -0.033 3.861
C -2.957 0.056 4.217
C -3.916 -0.098 3.224
C -3.613 -0.237 1.874
C -2.257 -0.204 1.497
O -1.884 -0.135 0.258
C -4.760 -0.390 0.877
C -5.654 0.858 0.933
C -4.313 -0.587 -0.573
C -5.575 -1.630 1.274
C -3.327 0.369 5.661
C -2.676 -0.651 6.608
C -2.812 1.782 5.980
C -4.839 0.357 5.913
C 2.288 -0.401 1.436
O 1.913 -0.158 0.214
C 3.655 -0.585 1.747
C 4.007 -0.724 3.080
C 4.666 -0.595 0.603
C 6.093 -0.888 1.078
C 4.668 0.776 -0.091
C 4.282 -1.676 -0.419
H 5.193 -0.990 6.859
H 5.536 -0.104 5.380
H 5.335 -1.865 5.339
H 3.107 -1.978 7.332
H 2.975 -2.863 5.809
H 1.683 -1.782 6.318
H 3.331 0.573 7.285
H 2.008 0.759 6.134
H 3.601 1.394 5.743
H 0.981 -0.643 4.582
H -0.850 0.075 4.610
H -4.954 -0.079 3.502
H -5.078 1.748 0.685
H -6.086 0.993 1.921
H -6.466 0.761 0.216
H -3.776 0.281 -0.951
H -5.192 -0.742 -1.199
H -3.665 -1.455 -0.670
H -6.010 -1.524 2.265
H -4.938 -2.513 1.273
H -6.383 -1.782 0.562
H -1.593 -0.579 6.586
H -2.958 -1.664 6.328
H -3.006 -0.471 7.630
H -1.737 1.851 5.835
H -3.038 2.042 7.012
H -3.290 2.509 5.327
H -5.269 -0.617 5.693
H -5.340 1.116 5.316
H -5.036 0.580 6.960
H 5.044 -0.835 3.333
H 6.457 -0.104 1.738
H 6.756 -0.936 0.216
H 6.140 -1.845 1.592
H 4.922 1.562 0.619
H 3.690 0.986 -0.520
H 5.406 0.784 -0.892
H 4.357 -2.664 0.029
H 4.956 -1.629 -1.273
H 3.262 -1.538 -0.775
C -0.479 4.062 -2.800
C -0.410 2.625 -2.289
P -0.122 2.348 -0.481
C -1.496 3.358 0.250
C -1.585 3.263 1.769
C 1.408 3.348 -0.185
C 2.022 3.085 1.186
H -0.615 4.052 -3.881
H 0.439 4.602 -2.581
H -1.315 4.599 -2.360
H 0.400 2.086 -2.796
H -1.341 2.095 -2.524
H -2.414 2.954 -0.192
H -1.387 4.402 -0.061
H -1.615 2.223 2.087
H -2.489 3.754 2.127
H -0.732 3.741 2.244
H 1.197 4.413 -0.316
H 2.113 3.032 -0.962
H 1.406 3.493 1.984
H 3.011 3.534 1.255
H 2.124 2.016 1.356
C 0.144 -1.925 -0.902
Ge 0.086 -3.761 -0.412
C -0.963 -4.418 1.142
C -0.998 -5.799 1.303
C -1.691 -6.378 2.347
C -2.363 -5.578 3.257
C -2.337 -4.203 3.107
C -1.642 -3.632 2.055
C -0.855 -4.611 -1.952
C -2.215 -4.324 -2.008
C -2.998 -4.763 -3.055
C -2.424 -5.505 -4.075
C -1.070 -5.783 -4.042
C -0.291 -5.332 -2.991
C 1.910 -4.416 0.109
C 2.775 -5.151 -0.686
C 3.988 -5.592 -0.185
C 4.359 -5.286 1.112
C 3.523 -4.510 1.898
C 2.310 -4.081 1.397
H 0.455 -1.804 -1.949
H -0.471 -6.424 0.594
H -1.712 -7.452 2.456
H -2.904 -6.028 4.078
H -2.862 -3.571 3.810
H -1.628 -2.559 1.941
H -2.659 -3.747 -1.205
H -4.051 -4.522 -3.086
H -3.032 -5.861 -4.895
H -0.615 -6.345 -4.845
H 0.766 -5.554 -2.978
H 2.499 -5.395 -1.701
H 4.649 -6.174 -0.813
H 5.300 -5.646 1.506
H 3.820 -4.236 2.901
H 1.654 -3.482 2.016
```

Calculated values
HOMO-LUMO gap (spin up / spin down)   7.2 / 5.8 eV
Charge   0
Multiplicity   6